[1]
{"formula": "C4H10N2O2", "method": "ωB97M-V with the def2-TZVPD basis set", "homo_energy_ev": 1.64, "relative_energy_kj_mol": 166.84, "energy_ha": -418.1300, "multiplicity": 1, "charge": -2, "orbital_gap_ha": 0.128, "lumo_ev": 5.13, "symbols": ["C", "C", "C", "C", "N", "N", "O", "O", "H", "H", "H", "H", "H", "H", "H", "H", "H", "H"], "xyz": [[0.1209, 0.8324, 1.8975], [-1.0414, -2.7800, -1.7369], [-1.3704, 0.6648, 1.8178], [0.0201, -2.8838, -0.6166], [-0.1776, -2.2738, 0.5186], [-2.0588, -0.2707, 1.2203], [0.8155, -2.2842, 1.4031], [-3.2958, -0.3366, 1.0731], [0.4394, 1.0374, 2.9517], [0.6031, -0.1324, 1.6585], [0.3263, 1.5793, 1.0265], [-0.6261, -2.5733, -2.6975], [-1.7104, -3.6429, -1.9450], [-1.8391, -2.0095, -1.4464], [-1.8564, 1.5314, 2.1088], [9.7687, 7.7322, 3.4836], [0.8973, -3.5282, -0.6989], [-1.5762, -1.2487, 0.9903]]}

***

[2]
{"formula": "C4H10N2O2", "method": "ωB97M-V with the def2-TZVPD basis set", "homo_energy_ev": -9.89, "smiles": "CC(N)=O.CC(N)=O", "relative_energy_kj_mol": 184.92, "energy_ha": -418.3905, "multiplicity": 1, "orbital_gap_ha": 0.390, "lumo_ev": 0.71, "symbols": ["C", "C", "O", "N", "H", "H", "H", "H", "H", "C", "C", "O", "N", "H", "H", "H", "H", "H"], "xyz": [[-3.2265, 0.4641, 1.4165], [-2.3339, 0.0912, 0.2948], [-2.3534, -0.8531, -0.3892], [-1.4678, 1.2017, -0.2260], [-3.8034, 1.3620, 0.9533], [-2.7483, 0.7768, 2.3736], [-0.8168, 0.7669, -1.0268], [-1.0968, 1.7789, 0.4548], [-3.9844, -0.3327, 1.5301], [3.8016, -0.4258, -0.3442], [2.1917, -0.4638, -0.2383], [1.4860, -1.4208, -0.2396], [1.6796, 0.8815, -0.3933], [4.1528, -1.3759, 0.1582], [4.2519, 0.5285, 0.0399], [0.6817, 1.0214, -0.2251], [2.2845, 1.6259, -0.1914], [3.9379, -0.5368, -1.4745]]}